The following is a quantum chemistry calculation of a structure of composition C25H49Cl3N5O3SiV at a distorted geometry, from the Open Molecules 2025 dataset.

```
87
Properties=species:S:1:pos:R:3
C 1.39 -1.25 -4.33
C 0.91 0.11 -3.95
H 0.82 -1.64 -5.18
H 1.22 -1.92 -3.48
H 2.46 -1.30 -4.58
C 0.35 0.96 -4.84
C 0.04 0.61 -6.25
H 0.17 2.00 -4.57
H -0.05 -0.47 -6.41
H 0.79 1.00 -6.95
H -0.92 1.07 -6.54
V 0.14 -0.88 0.16
Cl 2.39 -1.33 0.13
Cl -1.26 -2.70 0.45
C 0.96 2.22 0.91
O 0.22 1.22 0.88
N 0.50 3.44 1.25
C -0.93 3.68 1.40
C 1.37 4.60 1.27
H 2.04 2.16 0.67
H -1.44 2.78 1.76
H -1.37 4.00 0.44
H -1.06 4.50 2.12
H 2.41 4.27 1.14
H 1.27 5.13 2.22
H 1.11 5.30 0.46
H -1.45 -1.08 -3.39
H -2.41 1.36 -4.17
C -2.34 -1.07 -2.75
C -3.19 1.13 -3.43
N -2.65 0.30 -2.36
H -2.17 -1.69 -1.87
C -2.59 0.74 -1.08
O -2.13 0.08 -0.13
H -3.59 2.06 -3.02
H -2.98 1.77 -0.92
H -3.18 -1.46 -3.35
H -3.99 0.58 -3.96
O 0.23 -0.24 -1.69
C 1.11 0.50 -2.48
C -0.28 2.57 -2.30
C 0.98 2.01 -2.26
H -1.11 1.89 -2.51
C -0.47 3.95 -2.21
H 2.13 0.20 -2.20
C 2.10 2.83 -2.19
H -1.49 4.33 -2.21
C 0.65 4.78 -2.21
C 1.93 4.22 -2.20
H 3.08 2.34 -2.18
H 0.51 5.87 -2.22
H 2.82 4.86 -2.21
Si 0.56 -5.24 -0.68
Cl 0.83 -3.53 -1.88
C -1.29 -5.57 -0.57
C 1.68 -4.85 0.78
C 1.15 -6.84 -1.53
H -1.86 -4.77 -1.06
H -1.66 -5.67 0.45
H -1.52 -6.51 -1.10
H 0.42 -7.14 -2.30
H 1.22 -7.67 -0.81
H 2.14 -6.73 -2.00
H 1.71 -3.78 1.00
H 2.71 -5.15 0.52
H 1.41 -5.39 1.70
C 2.41 -0.68 3.69
N 1.13 -0.15 4.14
C 1.13 0.36 5.50
C 0.02 -0.37 3.38
N 0.19 -1.04 2.24
N -1.22 0.05 3.72
C -1.57 0.92 4.84
C -2.32 -0.39 2.87
H 3.18 -0.31 4.36
H 2.61 -0.35 2.66
H 2.42 -1.79 3.71
H 0.84 1.42 5.51
H 0.49 -0.23 6.16
H 2.16 0.29 5.87
H 0.67 -1.92 2.39
H -2.66 1.05 4.82
H -1.32 0.47 5.81
H -1.12 1.92 4.74
H -2.26 0.10 1.88
H -2.26 -1.47 2.71
H -3.27 -0.13 3.34
```

Properties
ΔE to the lowest compared entry with this formula, charge and spin in kJ/mol: 160.63
2S+1: 3
⟨S²⟩: 2.012
HOMO (spin up / spin down) in eV: -7.58 / -7.97

These are the Mulliken partial charges, in e, on atoms 1 to 6: number 1, C, carries -0.309; number 2, C, carries -0.126; number 3, H, carries 0.392; number 4, H, carries -0.560; number 5, H, carries 0.259; number 6, C, carries 0.216

The following is a quantum chemistry calculation of a cluster of 3 separate species, C25H49FN4O12S3 in total, from the Open Molecules 2025 dataset.

```
94
Properties=species:S:1:pos:R:3
C 1.91 -3.73 4.50
C 2.34 -2.77 3.38
C 3.44 -3.41 2.54
C 1.13 -2.34 2.52
C 0.65 -0.88 2.73
C 0.67 0.13 1.56
C 2.13 0.58 1.35
O 2.99 -0.56 1.44
O 4.26 -0.08 1.89
C -0.07 1.38 2.08
O 0.17 1.94 3.11
N -1.04 1.71 1.19
C -0.79 1.17 -0.17
C -2.16 1.00 -0.87
C -2.87 2.26 -1.43
C -4.02 2.70 -0.50
C -3.40 2.00 -2.84
C 0.14 2.22 -0.84
C 0.55 2.23 -2.35
N -0.07 1.11 -3.09
N 2.00 2.23 -2.39
N 0.14 3.44 -3.04
C -0.13 -0.22 0.24
C 0.81 -0.84 -0.81
C 0.19 -1.67 -1.94
C 1.23 -1.98 -3.02
S 1.01 -3.58 -3.86
C -1.24 -1.29 0.51
C -2.25 -1.17 1.62
O -3.03 -0.32 1.85
F -2.31 -2.33 2.35
H 1.32 -4.55 4.08
H 2.77 -4.17 5.00
H 1.30 -3.23 5.25
H 2.75 -1.87 3.87
H 3.69 -2.80 1.67
H 4.36 -3.55 3.13
H 3.13 -4.40 2.19
H 0.29 -3.00 2.76
H 1.38 -2.54 1.48
H 1.28 -0.43 3.50
H -0.34 -0.87 3.17
H 2.38 1.28 2.15
H 2.31 1.06 0.39
H 4.34 -0.52 2.75
H -1.42 2.65 1.27
H -2.08 0.26 -1.66
H -2.81 0.59 -0.09
H -2.17 3.10 -1.47
H -4.73 3.34 -1.03
H -4.56 1.84 -0.11
H -3.65 3.28 0.35
H -2.60 1.79 -3.54
H -4.08 1.14 -2.83
H -3.98 2.86 -3.20
H 1.05 2.30 -0.24
H -0.37 3.16 -0.66
H -0.29 1.44 -4.03
H 0.62 0.38 -3.22
H 2.34 2.22 -3.35
H 2.43 1.48 -1.86
H -0.83 3.39 -3.32
H 0.28 4.27 -2.48
H 1.44 -0.06 -1.24
H 1.50 -1.50 -0.28
H -0.67 -1.16 -2.38
H -0.17 -2.62 -1.53
H 1.17 -1.25 -3.83
H 2.24 -1.93 -2.61
H 0.34 -4.17 -2.87
H -1.85 -1.36 -0.40
H -0.75 -2.25 0.63
O -9.08 0.77 0.33
S -8.70 -0.28 1.21
O -9.64 -0.88 2.08
O -7.41 0.20 2.01
C -6.32 -0.72 1.84
C -6.55 -1.28 0.45
O -7.97 -1.45 0.39
H -6.37 -1.49 2.60
H -5.38 -0.17 1.93
H -6.09 -2.26 0.30
H -6.23 -0.59 -0.33
O 6.33 -0.67 -2.86
S 6.37 0.75 -2.81
O 6.40 1.52 -4.00
O 7.56 1.18 -1.84
C 7.08 2.03 -0.79
C 5.66 1.57 -0.56
O 5.18 1.30 -1.90
H 7.12 3.07 -1.13
H 7.72 1.90 0.08
H 5.02 2.33 -0.12
H 5.60 0.65 0.02
```

Properties
SMILES string: CC(C)CC[C@]1(COO)C(=O)N[C@@](CC(C)C)(CC(N)(N)N)[C@]1(CCCS)CC(=O)F.O=S1(=O)OCCO1.O=S1(=O)OCCO1
HOMO in eV: -9.43

These are the Mulliken partial charges, in e, on atoms 1 to 6: number 1, C, carries -1.755; number 2, C, carries 0.794; number 3, C, carries -1.671; number 4, C, carries -0.855; number 5, C, carries -2.193; number 6, C, carries 1.776

The following is a quantum chemistry calculation of a structure of composition C25H49N5O10P2S at a distorted geometry, from the Open Molecules 2025 dataset.

```
92
Properties=species:S:1:pos:R:3
C -3.70 -0.34 4.66
C -3.69 -1.50 3.61
C -2.27 -2.05 3.53
C -1.78 -2.70 4.62
C -0.43 -3.22 4.67
C -0.03 -3.90 5.98
C 0.49 -5.35 5.84
O 1.87 -5.36 6.25
C 2.31 -6.64 6.38
O 2.91 -7.21 5.54
C 0.38 -3.04 3.58
C 1.83 -3.49 3.52
C 2.80 -2.33 3.93
N 4.11 -2.48 3.28
N 3.04 -2.48 5.39
N 2.22 -1.00 3.73
C -0.13 -2.38 2.42
N 0.59 -2.14 1.30
S -0.44 -1.34 0.37
N -1.79 -1.23 1.22
C -1.47 -1.86 2.37
H -2.67 0.04 4.74
H -3.95 -0.73 5.64
H -4.31 0.51 4.35
H -4.35 -2.28 4.00
H -4.03 -1.14 2.64
H -2.43 -2.85 5.48
H 0.67 -3.31 6.56
H -0.94 -3.95 6.58
H 0.35 -5.78 4.84
H -0.04 -5.96 6.58
H 2.11 -7.15 7.35
H 2.02 -3.75 2.47
H 2.04 -4.36 4.12
H 4.77 -2.89 3.94
H 4.47 -1.55 3.10
H 2.19 -2.13 5.83
H 3.73 -1.76 5.61
H 2.51 -0.38 4.47
H 2.47 -0.60 2.83
O 0.43 4.78 -1.75
P -0.65 4.83 -0.73
O -2.03 4.53 -1.56
C -2.05 3.64 -2.68
C -2.67 2.31 -2.29
O -0.78 6.43 -0.46
C 0.31 7.31 -0.74
C 0.07 8.05 -2.03
O -1.32 4.59 0.73
C -1.66 3.25 1.13
C -0.47 2.32 1.05
H -1.06 3.48 -3.10
H -2.66 4.11 -3.45
H -2.04 1.78 -1.57
H -2.77 1.67 -3.17
H -3.65 2.45 -1.84
H 1.26 6.78 -0.76
H 0.36 8.03 0.09
H -0.06 7.36 -2.86
H 0.90 8.72 -2.26
H -0.85 8.64 -1.97
H -2.49 2.89 0.53
H -2.01 3.31 2.16
H -0.12 2.22 0.01
H -0.75 1.33 1.41
H 0.36 2.69 1.64
O 2.11 0.45 -5.99
P 0.81 0.08 -5.37
O -0.21 -0.16 -6.63
C 0.25 -0.72 -7.86
C -0.17 -2.17 -7.98
O 0.29 1.52 -4.81
C 1.21 2.58 -4.53
C 1.17 3.61 -5.65
O -0.17 -0.63 -4.28
C -0.33 -2.05 -4.27
C 0.99 -2.78 -4.14
H 1.33 -0.63 -7.98
H -0.22 -0.14 -8.66
H 0.34 -2.78 -7.23
H 0.09 -2.57 -8.97
H -1.24 -2.29 -7.83
H 2.22 2.20 -4.38
H 0.89 3.05 -3.60
H 1.41 3.15 -6.61
H 1.88 4.41 -5.46
H 0.17 4.03 -5.74
H -0.87 -2.38 -5.16
H -0.96 -2.29 -3.41
H 1.64 -2.60 -5.00
H 0.83 -3.86 -4.06
H 1.53 -2.45 -3.25
```

Properties
ΔE to the lowest compared entry with this formula, charge and spin in kJ/mol: 0.00
HOMO in eV: -8.64

These are the Mulliken partial charges, in e, on atoms 1 to 6: number 1, C, carries -1.109; number 2, C, carries -0.887; number 3, C, carries 0.232; number 4, C, carries -0.959; number 5, C, carries 0.781; number 6, C, carries -1.113

The following is a quantum chemistry calculation of a cluster of 3 separate species, C25H49NO4 in total at a distorted geometry, from the Open Molecules 2025 dataset.

```
79
Properties=species:S:1:pos:R:3
C 1.78 1.09 2.60
C 2.79 0.54 2.25
C 4.03 -0.14 1.86
C 3.93 -1.68 1.84
C 4.14 -2.32 0.47
C 3.05 -2.19 -0.60
C 2.89 -0.79 -1.22
C 1.67 -0.19 -0.55
O 1.27 0.94 -0.67
N 1.06 -1.16 0.27
C 1.60 -2.46 -0.16
C 1.27 -3.61 0.77
C -0.24 -3.92 0.76
C -0.83 -4.16 2.15
C -1.25 -2.83 2.79
C -2.62 -2.35 2.30
C -2.77 -0.83 2.32
C -3.81 -0.26 1.36
C -3.74 -0.76 -0.09
C -2.34 -0.85 -0.73
O -2.18 -0.01 -1.86
C -1.87 1.33 -1.53
H 0.86 1.56 2.86
H 4.80 0.17 2.58
H 4.36 0.25 0.89
H 4.70 -2.09 2.50
H 2.98 -1.98 2.28
H 5.06 -1.90 0.04
H 4.35 -3.39 0.62
H 3.28 -2.92 -1.38
H 2.72 -0.86 -2.30
H 3.75 -0.13 -1.09
H 1.18 -0.94 1.26
H 1.08 -2.68 -1.10
H 1.57 -3.37 1.80
H 1.83 -4.49 0.45
H -0.75 -3.04 0.34
H -0.46 -4.75 0.09
H -0.10 -4.66 2.80
H -1.70 -4.82 2.07
H -0.51 -2.07 2.49
H -1.24 -2.90 3.88
H -3.39 -2.79 2.94
H -2.79 -2.73 1.29
H -1.79 -0.38 2.09
H -3.02 -0.50 3.34
H -4.81 -0.49 1.74
H -3.74 0.84 1.37
H -4.21 -1.75 -0.14
H -4.36 -0.11 -0.71
H -2.17 -1.87 -1.10
H -1.55 -0.64 -0.01
H -1.34 1.39 -0.57
H -1.22 1.73 -2.31
H -2.79 1.93 -1.45
C 6.33 3.79 -1.47
C 5.30 2.72 -1.14
C 4.28 3.20 -0.12
O 5.94 1.52 -0.69
H 6.88 4.07 -0.58
H 7.04 3.42 -2.21
H 5.85 4.69 -1.87
H 4.78 2.42 -2.05
H 4.78 3.46 0.82
H 3.55 2.42 0.10
H 3.75 4.08 -0.47
H 6.43 1.74 0.12
C -5.01 4.09 -2.96
C -5.84 2.85 -2.68
C -7.32 3.08 -2.95
O -5.63 2.39 -1.34
H -5.33 4.91 -2.30
H -3.96 3.90 -2.77
H -5.13 4.42 -3.99
H -5.48 2.03 -3.31
H -7.70 3.87 -2.29
H -7.89 2.17 -2.75
H -7.49 3.38 -3.98
H -5.93 3.08 -0.74
```

Properties
ΔE to the lowest compared entry with this formula, charge and spin in kJ/mol: 20.68
SMILES string: C#CCCC[C@@H]1CC(=O)N[C@@H]1CCCCCCCCCOC.CC(C)O.CC(C)O
HOMO in eV: -8.87

These are the Mulliken partial charges, in e, on atoms 1 to 6: number 1, C, carries 0.018; number 2, C, carries -0.614; number 3, C, carries 0.210; number 4, C, carries -0.624; number 5, C, carries -1.350; number 6, C, carries 0.328